The following is a DFT calculation (ωB97M-V/def2-TZVPD) of a single C5H7N molecule.

frontier orbital gap: 8.94 eV
E_HOMO: -8.2 eV
relative energy (zero: lowest compared OMol25 entry of this formula, charge and spin): 3.6316 eV

```
! wB97M-V def2-TZVPD RIJCOSX def2/J DEFGRID3
* xyz 0 1
C 0.729 -0.893 1.413
N 0.455 -0.322 0.083
C 0.141 1.100 0.015
C -0.793 1.235 -0.934
C -1.164 -0.081 -1.446
C -0.537 -1.129 -0.836
H -0.151 -0.779 2.046
H 1.581 -0.373 1.863
H 0.953 -1.952 1.281
H 0.660 1.810 0.646
H -1.197 2.187 -1.269
H -1.886 -0.215 -2.245
H 1.277 -0.499 -0.501
*
```